No. 1
Entry from OMol25: a molecular structure, C38H24AuN7S2 (ωB97M-V/def2-TZVPD).

Last column: Löwdin charge in e.
CARTESIAN COORDINATES (ANGSTROEM)
1 Au -0.01 0.14 0.02  1.13
2 C -1.22 -2.27 3.57  -0.05
3 C -0.14 -3.13 3.74  -0.04
4 C 1.05 -2.83 3.13  0.00
5 C 1.17 -1.68 2.32  -0.34
6 N 0.09 -0.88 2.13  0.04
7 C -1.05 -1.16 2.76  -0.15
8 N 2.41 -1.42 1.82  0.16
9 C 2.78 -0.55 0.95  -0.29
10 N 2.01 0.28 0.16  -0.01
11 C 2.81 0.97 -0.72  -0.28
12 N 2.47 1.81 -1.62  0.18
13 C 1.24 2.16 -2.09  -0.31
14 C 1.22 3.20 -3.04  0.02
15 C 0.05 3.58 -3.64  -0.03
16 C -1.13 2.92 -3.31  -0.05
17 C -1.06 1.92 -2.36  -0.15
18 N 0.07 1.56 -1.75  0.02
19 C 4.21 0.60 -0.46  -0.10
20 C 5.39 0.98 -1.05  0.01
21 C 6.57 0.42 -0.57  -0.05
22 C 6.55 -0.50 0.47  -0.05
23 C 5.35 -0.89 1.07  0.00
24 C 4.19 -0.33 0.58  -0.11
25 H -2.17 -2.43 4.06  0.11
26 H -0.23 -4.00 4.37  0.12
27 H 1.94 -3.42 3.27  0.12
28 H -1.86 -0.46 2.63  0.11
29 H 2.17 3.66 -3.29  0.12
30 H 0.04 4.38 -4.38  0.12
31 H -2.07 3.16 -3.77  0.11
32 H -1.95 1.38 -2.09  0.09
33 H 5.39 1.71 -1.86  0.12
34 H 7.51 0.70 -1.02  0.11
35 H 7.48 -0.92 0.83  0.11
36 H 5.34 -1.58 1.90  0.12
37 S -7.06 1.34 0.20  1.10
38 C -7.33 3.01 0.21  -0.37
39 C -6.17 3.73 0.16  -0.15
40 C -5.03 2.90 0.11  -0.10
41 C -5.34 1.56 0.13  -0.48
42 C -4.43 0.44 0.07  -0.17
43 C -3.03 0.68 0.11  -0.06
44 N -2.13 -0.27 -0.03  -0.01
45 C -2.53 -1.57 -0.18  -0.14
46 C -3.89 -1.91 -0.12  -0.10
47 C -4.26 -3.30 -0.14  0.02
48 C -3.33 -4.28 -0.17  0.01
49 C -1.94 -3.96 -0.27  -0.11
50 C -0.93 -4.91 -0.27  0.10
51 C 0.41 -4.52 -0.41  -0.17
52 C 0.66 -3.14 -0.63  -0.07
53 N -0.27 -2.24 -0.58  0.09
54 C -1.55 -2.60 -0.34  -0.12
55 C 1.50 -5.44 -0.33  -0.39
56 C 1.46 -6.84 -0.25  -0.04
57 C 2.72 -7.40 -0.13  -0.09
58 C 3.73 -6.44 -0.12  -0.29
59 S 3.15 -4.85 -0.25  1.15
60 C -4.83 -0.88 -0.02  0.06
61 H -8.34 3.40 0.26  0.09
62 H -6.14 4.81 0.16  0.12
63 H -4.03 3.30 0.07  0.11
64 H -2.65 1.67 0.29  0.12
65 H -5.31 -3.56 -0.10  0.13
66 H -3.63 -5.32 -0.15  0.13
67 H -1.18 -5.96 -0.13  0.14
68 H 1.66 -2.78 -0.87  0.11
69 H 0.56 -7.43 -0.29  0.13
70 H 2.91 -8.46 -0.06  0.13
71 H 4.79 -6.61 -0.04  0.10
72 H -5.89 -1.12 -0.01  0.12

Calculated values
- 2S+1 = 3
- HOMO level (spin up / spin down) (hartree) = -0.465 / -0.464
- ⟨S²⟩ = 2.052
- total charge = +2

No. 2
Entry from OMol25: a molecular structure, C38H27ClHoIN14OS at a distorted geometry (ωB97M-V/def2-TZVPD).

Last column: Löwdin charge in e.
CARTESIAN COORDINATES (ANGSTROEM)
1 Ho -0.03 0.01 -0.55  1.50
2 Cl 1.13 5.30 4.70  0.69
3 C 0.49 4.21 3.52  -0.62
4 C -0.87 4.10 3.37  -0.18
5 C -1.39 3.22 2.44  -0.60
6 I -3.49 3.09 2.21  0.94
7 C -0.63 2.40 1.61  -0.46
8 O -1.14 1.54 0.79  -0.30
9 C 0.80 2.58 1.73  -0.15
10 N 1.57 1.90 0.86  0.07
11 C 2.87 2.06 0.91  -0.12
12 C 3.52 2.86 1.86  -0.03
13 C 2.77 3.55 2.76  -0.01
14 C 1.36 3.46 2.70  -0.17
15 H -1.53 4.70 3.98  0.09
16 H 3.46 1.54 0.16  0.10
17 H 4.60 2.91 1.85  0.11
18 H 3.22 4.19 3.51  0.09
19 C 0.99 -2.16 4.82  -0.07
20 C 0.18 -1.23 4.20  -0.06
21 C 0.48 -0.78 2.93  -0.04
22 C 1.59 -1.29 2.25  -0.28
23 C 2.42 -2.20 2.89  -0.02
24 C 2.12 -2.63 4.17  -0.08
25 N 1.73 -0.93 0.91  -0.05
26 N 2.90 -1.05 0.40  0.10
27 C 3.10 -0.71 -0.91  -0.35
28 C 4.37 -1.05 -1.43  -0.03
29 C 4.73 -0.62 -2.69  -0.09
30 C 3.82 0.11 -3.45  -0.08
31 C 2.55 0.38 -2.96  -0.14
32 C 2.14 0.05 -1.67  -0.20
33 H 0.74 -2.52 5.81  0.10
34 H -0.70 -0.85 4.71  0.11
35 H -0.14 -0.04 2.45  0.08
36 H 3.28 -2.59 2.36  0.11
37 H 2.75 -3.35 4.66  0.10
38 H 5.02 -1.68 -0.85  0.11
39 H 5.70 -0.87 -3.10  0.10
40 H 4.11 0.47 -4.43  0.10
41 H 1.86 0.90 -3.62  0.08
42 N -2.93 -1.99 -1.80  0.18
43 C -3.07 -0.81 -2.40  -0.44
44 N -4.14 -0.64 -3.18  0.18
45 C -4.26 0.55 -3.75  -0.44
46 N -5.35 0.79 -4.49  0.18
47 N -3.35 1.53 -3.65  0.17
48 C -2.32 1.27 -2.87  -0.27
49 N -2.14 0.15 -2.17  0.11
50 C -1.29 2.32 -2.82  -0.19
51 C -1.41 3.41 -3.68  0.01
52 C -0.44 4.39 -3.68  -0.04
53 C 0.63 4.24 -2.80  -0.03
54 C 0.68 3.12 -1.99  -0.12
55 N -0.26 2.17 -1.99  0.05
56 H -3.54 -2.73 -2.10  0.12
57 H -1.99 -2.23 -1.45  0.04
58 H -6.01 0.05 -4.64  0.11
59 H -5.43 1.66 -4.98  0.11
60 H -2.27 3.46 -4.33  0.11
61 H -0.50 5.24 -4.33  0.11
62 H 1.42 4.98 -2.75  0.11
63 H 1.50 2.97 -1.30  0.10
64 N -3.50 -0.16 0.92  0.10
65 C -2.81 -1.21 1.37  -0.68
66 N -1.66 -1.60 0.91  0.01
67 C -1.27 -2.79 1.49  -0.32
68 C -0.12 -3.52 1.18  -0.04
69 C 0.16 -4.66 1.91  -0.07
70 C -0.70 -5.12 2.89  -0.09
71 C -1.88 -4.45 3.17  -0.09
72 C -2.14 -3.29 2.47  -0.47
73 S -3.52 -2.23 2.62  1.09
74 H -2.96 0.58 0.48  0.03
75 H -4.31 0.14 1.45  0.06
76 H 0.52 -3.19 0.37  0.09
77 H 1.07 -5.21 1.69  0.11
78 H -0.46 -6.02 3.44  0.10
79 H -2.57 -4.83 3.90  0.11
80 N -0.04 -2.00 -1.73  -0.02
81 C 0.10 -2.65 -2.71  -0.32
82 N 0.24 -3.48 -3.62  0.10
83 C 0.02 -3.53 -4.88  -0.41
84 N -0.16 -3.66 -6.01  0.09

Calculated values
- 2S+1 = 5
- HOMO level (spin up / spin down) (hartree) = -0.285 / -0.285
- ⟨S²⟩ = 6.004
- total charge = 0

No. 3
Entry from OMol25: a molecular structure, C38H27F5N10O2SV (ωB97M-V/def2-TZVPD).

Last column: Löwdin charge in e.
CARTESIAN COORDINATES (ANGSTROEM)
1 V -0.12 -0.35 0.69  0.96
2 C -2.18 -0.25 4.47  -0.09
3 C -1.20 -0.19 3.52  -0.09
4 N -1.43 -0.57 2.24  0.00
5 C -2.67 -1.03 1.97  -0.19
6 C -3.65 -1.07 2.97  -0.06
7 N -3.43 -0.69 4.21  0.09
8 C -2.80 -1.51 0.63  -0.18
9 C -3.93 -2.11 0.06  0.06
10 C -3.88 -2.64 -1.21  -0.14
11 C -2.63 -2.64 -1.87  0.05
12 C -1.55 -2.05 -1.27  -0.21
13 N -1.63 -1.41 -0.07  0.04
14 C -0.17 -2.13 -1.78  -0.18
15 C 0.22 -2.71 -2.99  -0.06
16 N 1.49 -2.86 -3.32  0.10
17 C 2.40 -2.44 -2.45  -0.08
18 C 2.04 -1.83 -1.26  -0.08
19 N 0.77 -1.67 -0.93  0.08
20 C -5.07 -3.23 -1.86  -0.17
21 C -5.28 -3.09 -3.23  -0.02
22 C -6.41 -3.65 -3.80  -0.14
23 N -7.33 -4.33 -3.11  0.06
24 C -7.12 -4.46 -1.80  -0.13
25 C -6.03 -3.93 -1.14  -0.01
26 H -1.97 0.06 5.49  0.11
27 H -0.21 0.18 3.74  0.12
28 H -4.65 -1.43 2.74  0.12
29 H -4.85 -2.14 0.63  0.12
30 H -2.53 -3.14 -2.81  0.12
31 H -0.52 -3.06 -3.70  0.12
32 H 3.44 -2.58 -2.70  0.12
33 H 2.78 -1.48 -0.55  0.09
34 H -4.58 -2.54 -3.84  0.11
35 H -6.58 -3.55 -4.86  0.11
36 H -7.87 -5.01 -1.26  0.11
37 H -5.92 -4.10 -0.07  0.11
38 F -2.55 1.78 0.89  0.07
39 C -1.40 2.38 1.29  -0.24
40 C -0.22 1.67 1.29  -0.08
41 C 0.87 2.40 1.73  -0.24
42 F 2.10 1.82 1.79  0.06
43 C 0.81 3.72 2.15  -0.15
44 F 1.91 4.36 2.57  0.12
45 C -0.40 4.38 2.12  -0.15
46 F -0.49 5.65 2.51  0.13
47 C -1.53 3.70 1.69  -0.15
48 F -2.71 4.33 1.66  0.12
49 O 1.33 -1.03 1.74  -0.31
50 N 1.28 -1.97 2.67  0.05
51 C 2.46 -2.42 2.96  -0.29
52 C 2.55 -3.46 3.96  -0.17
53 N 2.64 -4.29 4.75  0.16
54 C 3.66 -1.95 2.32  -0.16
55 N 4.62 -1.60 1.80  0.19
56 C 0.36 3.47 -1.57  -0.05
57 C -0.74 2.84 -2.38  -0.26
58 O -0.95 1.48 -1.99  -0.18
59 C -1.96 0.87 -2.79  -0.27
60 C -3.35 1.02 -2.21  -0.05
61 H 0.69 4.38 -2.06  0.09
62 H 1.21 2.79 -1.49  0.05
63 H 0.03 3.73 -0.57  0.05
64 H -0.48 2.85 -3.44  0.11
65 H -1.67 3.40 -2.27  0.12
66 H -1.70 -0.19 -2.87  0.09
67 H -1.91 1.28 -3.80  0.12
68 H -3.40 0.60 -1.21  0.06
69 H -4.07 0.49 -2.84  0.08
70 H -3.66 2.06 -2.15  0.08
71 S 5.46 1.35 -1.00  1.07
72 C 3.84 0.90 -0.57  -0.47
73 N 2.94 1.03 -1.48  0.04
74 C 3.51 1.52 -2.65  -0.33
75 C 2.81 1.78 -3.83  -0.02
76 C 3.50 2.28 -4.91  -0.08
77 C 4.88 2.53 -4.83  -0.09
78 C 5.59 2.28 -3.67  -0.09
79 C 4.89 1.77 -2.58  -0.48
80 H 3.64 0.54 0.44  0.05
81 H 1.75 1.59 -3.87  0.11
82 H 2.98 2.49 -5.83  0.10
83 H 5.40 2.93 -5.69  0.10
84 H 6.65 2.47 -3.62  0.11

Calculated values
- 2S+1 = 2
- HOMO level (spin up / spin down) (hartree) = -0.258 / -0.262
- ⟨S²⟩ = 0.797
- total charge = 0

No. 4
Entry from OMol25: a molecular structure, C38H27F6N3O4OsSb at a distorted geometry (ωB97M-V/def2-TZVPD).

Last column: Löwdin charge in e.
CARTESIAN COORDINATES (ANGSTROEM)
1 Os -0.40 -1.33 -1.14  1.33
2 O -0.27 1.45 -4.71  0.08
3 C -0.80 2.51 -4.07  -0.26
4 C -0.86 3.71 -4.78  -0.01
5 C -1.36 4.85 -4.20  -0.08
6 C -1.84 4.83 -2.88  -0.09
7 C -1.80 3.64 -2.18  -0.04
8 C -1.28 2.47 -2.75  -0.10
9 C -1.26 1.23 -1.96  -0.44
10 O -0.53 0.24 -2.43  -0.23
11 N -1.96 1.17 -0.86  0.09
12 N -1.78 -0.06 -0.22  -0.17
13 C -2.44 -0.28 0.85  -0.11
14 C -2.28 -1.48 1.66  -0.18
15 C -3.01 -1.50 2.86  -0.06
16 C -2.92 -2.53 3.76  -0.10
17 C -2.07 -3.60 3.47  -0.08
18 C -1.36 -3.62 2.30  -0.02
19 C -1.44 -2.58 1.35  -0.37
20 O -0.75 -2.75 0.24  -0.30
21 H -0.15 0.74 -4.06  0.08
22 H -0.48 3.72 -5.80  0.12
23 H -1.39 5.78 -4.76  0.10
24 H -2.22 5.73 -2.42  0.10
25 H -2.17 3.59 -1.17  0.11
26 H -3.12 0.49 1.19  0.13
27 H -3.66 -0.65 3.08  0.11
28 H -3.49 -2.51 4.68  0.10
29 H -1.98 -4.42 4.17  0.10
30 H -0.70 -4.45 2.05  0.12
31 F 1.99 -3.02 -1.37  -0.03
32 C 1.12 -2.31 -2.19  -0.67
33 F 0.77 -3.21 -3.15  0.04
34 F 1.94 -1.41 -2.83  0.00
35 O -1.70 -2.48 -2.27  -0.22
36 N -2.97 -2.28 -1.89  -0.16
37 C -3.54 -3.19 -1.08  0.01
38 C -4.84 -3.01 -0.66  -0.02
39 C -5.54 -1.89 -1.08  -0.04
40 C -4.93 -0.99 -1.93  -0.01
41 C -3.64 -1.21 -2.34  0.00
42 H -2.89 -4.01 -0.81  0.15
43 H -5.27 -3.74 0.01  0.12
44 H -6.55 -1.73 -0.73  0.12
45 H -5.45 -0.11 -2.29  0.12
46 H -3.07 -0.56 -2.99  0.14
47 F 0.49 3.72 5.18  0.06
48 C 0.73 2.81 4.22  -0.28
49 C -0.24 1.86 3.95  0.00
50 C 0.01 0.92 2.95  -0.10
51 C 1.20 0.95 2.24  -0.36
52 C 2.16 1.91 2.54  -0.11
53 C 1.93 2.85 3.53  0.00
54 Sb 1.61 -0.51 0.73  1.62
55 C 3.28 -1.37 1.69  -0.35
56 C 4.58 -0.91 1.50  -0.10
57 C 5.64 -1.47 2.20  0.00
58 C 5.37 -2.49 3.08  -0.28
59 F 6.40 -3.04 3.76  0.06
60 C 4.10 -2.98 3.30  0.00
61 C 3.05 -2.41 2.59  -0.11
62 C 2.50 0.88 -0.62  -0.38
63 C 3.57 0.56 -1.44  -0.13
64 C 4.00 1.44 -2.42  0.00
65 C 3.32 2.63 -2.58  -0.27
66 F 3.72 3.48 -3.55  0.06
67 C 2.24 2.97 -1.80  0.00
68 C 1.83 2.09 -0.82  -0.13
69 H -1.16 1.85 4.52  0.12
70 H -0.73 0.17 2.75  0.07
71 H 3.09 1.95 2.00  0.10
72 H 2.65 3.61 3.78  0.12
73 H 4.78 -0.09 0.81  0.09
74 H 6.65 -1.12 2.07  0.12
75 H 3.94 -3.78 4.00  0.12
76 H 2.05 -2.78 2.75  0.10
77 H 4.07 -0.40 -1.35  0.11
78 H 4.84 1.21 -3.07  0.12
79 H 1.73 3.91 -1.97  0.12
80 H 0.97 2.35 -0.20  0.10

Calculated values
- 2S+1 = 2
- HOMO level (spin up / spin down) (hartree) = -0.290 / -0.286
- relative energy (zero: lowest compared OMol25 entry of this formula, charge and spin) (eV) = 1.0013
- ⟨S²⟩ = 0.755
- total charge = 0

No. 5
Entry from OMol25: a molecular structure, C38H27N2O8SSbZn at a distorted geometry (ωB97M-V/def2-TZVPD).

Last column: Löwdin charge in e.
CARTESIAN COORDINATES (ANGSTROEM)
1 Zn -2.03 -0.74 0.00  0.74
2 C -6.10 0.50 -0.85  -0.06
3 O -6.52 0.72 0.50  -0.09
4 C -5.66 0.62 1.56  -0.21
5 C -6.07 1.25 2.71  -0.04
6 C -5.31 1.22 3.89  -0.13
7 C -4.13 0.53 3.89  -0.09
8 C -3.67 -0.13 2.74  -0.13
9 C -2.45 -0.91 2.88  -0.11
10 N -1.88 -1.52 1.91  -0.06
11 N -0.80 -2.35 2.20  0.09
12 C -0.01 -2.41 1.18  -0.48
13 O -0.09 -1.69 0.08  -0.22
14 C 1.06 -3.45 1.24  -0.15
15 C 1.67 -3.79 2.44  -0.03
16 C 2.67 -4.76 2.47  -0.10
17 C 3.06 -5.41 1.31  -0.12
18 C 2.44 -5.07 0.10  -0.10
19 C 1.46 -4.09 0.07  -0.03
20 C -4.41 -0.09 1.51  -0.28
21 O -4.02 -0.69 0.43  -0.12
22 H -6.98 0.72 -1.46  0.08
23 H -5.77 -0.52 -1.03  0.08
24 H -5.29 1.17 -1.14  0.09
25 H -7.01 1.79 2.66  0.11
26 H -5.66 1.74 4.77  0.08
27 H -3.51 0.49 4.79  0.10
28 H -2.00 -0.99 3.87  0.12
29 H 1.36 -3.27 3.34  0.11
30 H 3.15 -5.00 3.41  0.09
31 H 3.84 -6.16 1.33  0.09
32 H 2.74 -5.57 -0.81  0.09
33 H 0.98 -3.81 -0.86  0.11
34 O -3.62 3.70 -3.59  0.09
35 C -3.01 2.83 -3.02  -0.28
36 C -2.17 2.98 -1.77  -0.32
37 O -1.68 4.01 -1.34  0.06
38 C -2.06 1.62 -1.24  -0.32
39 C -2.48 0.67 -2.21  -0.31
40 O -2.39 -0.59 -2.01  -0.03
41 C -2.95 1.36 -3.41  -0.31
42 O -3.19 0.91 -4.51  0.07
43 O -1.57 1.26 -0.10  -0.15
44 S 0.55 0.95 2.52  0.02
45 Sb 1.22 0.63 0.37  1.27
46 C 0.80 0.52 -1.73  -0.29
47 C 0.80 -0.68 -2.44  -0.13
48 C 0.61 -0.68 -3.81  -0.08
49 C 0.38 0.52 -4.49  -0.08
50 C 0.35 1.71 -3.78  -0.07
51 C 0.56 1.72 -2.40  -0.11
52 C 2.95 -0.63 0.54  -0.33
53 C 3.45 -1.43 -0.48  -0.11
54 C 4.62 -2.17 -0.29  -0.10
55 C 5.30 -2.11 0.92  -0.11
56 C 4.80 -1.31 1.94  -0.10
57 C 3.63 -0.58 1.76  -0.14
58 C 2.38 2.44 0.06  -0.33
59 C 1.77 3.68 0.29  -0.13
60 C 2.46 4.86 0.03  -0.09
61 C 3.76 4.82 -0.45  -0.12
62 C 4.38 3.60 -0.67  -0.11
63 C 3.69 2.41 -0.42  -0.11
64 H 0.89 -1.62 -1.91  0.07
65 H 0.59 -1.62 -4.35  0.10
66 H 0.20 0.52 -5.56  0.10
67 H 0.13 2.65 -4.28  0.11
68 H 0.51 2.66 -1.87  0.10
69 H 2.94 -1.49 -1.43  0.08
70 H 4.99 -2.80 -1.09  0.10
71 H 6.21 -2.68 1.06  0.09
72 H 5.32 -1.26 2.90  0.09
73 H 3.22 0.03 2.56  0.05
74 H 0.75 3.72 0.68  0.10
75 H 1.97 5.81 0.20  0.10
76 H 4.29 5.74 -0.66  0.09
77 H 5.40 3.56 -1.04  0.09
78 H 4.18 1.46 -0.60  0.09

Calculated values
- HOMO level (hartree) = -0.074
- total charge = -2

No. 6
Entry from OMol25: a molecular structure, C38H27NO7W at a distorted geometry (ωB97M-V/def2-TZVPD).

Last column: Löwdin charge in e.
CARTESIAN COORDINATES (ANGSTROEM)
1 W 0.28 0.58 0.47  2.02
2 O 0.58 -0.96 1.31  -0.21
3 C 0.20 -2.32 1.15  -0.36
4 C 0.88 -2.71 -0.18  -0.03
5 C 0.09 -2.18 -1.34  -0.22
6 C -0.37 -3.09 -2.27  0.03
7 C -1.17 -2.66 -3.32  0.02
8 C -1.47 -1.32 -3.39  0.02
9 C -0.97 -0.43 -2.45  -0.22
10 C -1.35 1.02 -2.65  -0.03
11 C -0.41 1.97 -1.94  -0.40
12 O -0.64 1.72 -0.54  -0.28
13 C -0.67 3.44 -2.23  -0.15
14 C -0.04 4.08 -3.29  -0.01
15 C -0.28 5.42 -3.53  -0.05
16 C -1.14 6.13 -2.70  -0.05
17 C -1.77 5.50 -1.64  -0.04
18 C -1.53 4.15 -1.40  -0.01
19 C 1.05 1.59 -2.19  -0.18
20 C 1.95 1.82 -1.12  -0.10
21 C 3.31 1.48 -1.26  0.00
22 C 3.76 0.96 -2.45  -0.02
23 C 2.88 0.80 -3.52  0.02
24 C 1.53 1.09 -3.39  -0.01
25 N -0.19 -0.85 -1.42  0.09
26 C 0.66 -3.11 2.36  -0.17
27 C 0.09 -2.77 3.59  -0.02
28 C 0.48 -3.42 4.75  -0.04
29 C 1.45 -4.42 4.69  -0.05
30 C 2.03 -4.75 3.47  -0.05
31 C 1.64 -4.09 2.31  -0.02
32 C -1.34 -2.35 1.04  -0.16
33 C -2.01 -3.55 1.21  0.01
34 C -3.39 -3.60 1.15  -0.02
35 C -4.13 -2.45 0.92  -0.04
36 C -3.48 -1.24 0.74  -0.03
37 C -2.09 -1.20 0.80  -0.05
38 H 0.97 -3.79 -0.27  0.13
39 H 1.88 -2.28 -0.16  0.15
40 H -0.11 -4.13 -2.17  0.14
41 H -1.54 -3.36 -4.05  0.14
42 H -2.10 -0.94 -4.19  0.14
43 H -2.35 1.19 -2.26  0.16
44 H -1.38 1.25 -3.71  0.15
45 H 0.64 3.54 -3.94  0.11
46 H 0.21 5.92 -4.36  0.12
47 H -1.32 7.18 -2.88  0.12
48 H -2.45 6.04 -1.00  0.12
49 H -2.01 3.66 -0.57  0.12
50 H 1.67 2.56 -0.38  0.14
51 H 4.00 1.69 -0.45  0.14
52 H 4.81 0.72 -2.57  0.13
53 H 3.25 0.46 -4.48  0.13
54 H 0.86 0.94 -4.23  0.14
55 H -0.66 -2.00 3.63  0.13
56 H 0.03 -3.15 5.69  0.12
57 H 1.75 -4.94 5.59  0.12
58 H 2.79 -5.51 3.42  0.12
59 H 2.12 -4.37 1.38  0.11
60 H -1.44 -4.45 1.42  0.14
61 H -3.90 -4.55 1.31  0.12
62 H -5.21 -2.49 0.90  0.12
63 H -4.04 -0.34 0.56  0.12
64 H -1.64 -0.19 0.68  0.05
65 O 1.64 3.63 5.61  0.25
66 C 1.38 2.96 4.67  -0.19
67 C 2.40 2.38 3.65  -0.23
68 O 3.58 2.46 3.67  0.21
69 C 1.53 1.72 2.64  -0.18
70 C 0.21 1.84 2.92  -0.18
71 O -0.62 1.44 1.94  -0.11
72 C -0.05 2.59 4.17  -0.23
73 O -1.10 2.85 4.69  0.21
74 O 1.82 1.22 1.43  -0.16

Calculated values
- HOMO level (hartree) = -0.526
- relative energy (zero: lowest compared OMol25 entry of this formula, charge and spin) (eV) = 0.2257
- total charge = +2